C21H39N2O12P3S | ωB97M-V with the def2-TZVPD basis set

Output
Energy relative to the best compared isomer or geometry (same formula, charge and spin) = 3.5382 eV
SMILES string = OOCc1cc(P(O)(O)=S)c2nccnc2c1.CCOP(=O)(OCC)OCC.CCOP(=O)(OCC)OCC
Kohn-Sham gap = 7.1 eV

```
! RIJCOSX wB97M-V def2-TZVPD def2/J DEFGRID3
* xyz 0 1
S 0.91844 0.84113 -2.33526
P -2.52997 6.11170 -2.41152
P -1.28904 -5.03983 2.90347
P 1.01996 -0.00640 -0.61019
O -3.09229 4.82091 -3.34074
O 6.81621 -4.01076 0.00746
O -2.51701 -5.50881 3.95991
O -1.01077 5.46171 -2.45806
O -2.41256 -4.94146 1.69625
O -2.23921 7.26271 -1.46717
O 0.57489 -1.62068 -0.79715
O -0.16462 -4.42176 2.09077
O 6.36616 -2.70992 -0.19127
O -0.83275 -6.62376 2.75807
O -0.14036 0.67250 0.41248
O -2.49884 7.03863 -3.78210
N 5.04154 2.60558 2.05973
N 2.32307 2.52375 0.70487
C 5.74665 -2.31463 1.03857
C 2.84363 3.61732 1.31382
C -3.91342 -7.19585 2.83428
C -1.29423 9.13262 -3.71619
C 2.70246 0.13188 0.20077
C -3.12762 4.79098 -4.76702
C 3.51402 -1.08121 0.24423
C -1.62265 -4.79824 -0.58374
C 4.48880 1.48150 1.46029
C -3.84129 -5.87328 3.56788
C -2.25854 -4.06745 0.58248
C 4.18537 3.65318 1.96053
C 5.30202 0.21263 1.50356
C -1.34898 3.36162 -1.25735
C -0.59828 4.67639 -1.33966
C 0.24744 -7.07367 3.57254
C -1.75700 4.70342 -5.40483
C -2.64980 8.45308 -3.75120
C -0.13341 -7.13469 5.04092
C 3.17769 1.43442 0.79957
C 4.85995 -1.04323 0.92379
H -2.28563 -5.59080 -0.94129
H -4.31454 -5.06780 3.00592
H -0.68545 -5.28277 -0.30378
H -1.14020 5.57486 -5.18358
H -4.41520 -5.96544 4.49415
H 0.51695 -8.07190 3.22278
H -0.72509 5.25330 -0.41651
H -1.69899 -3.17164 0.85625
H -1.21416 3.83006 -5.03845
H 3.15126 -2.03335 -0.21420
H -1.40490 10.21349 -3.60933
H 1.11738 -6.42487 3.42479
H 5.05955 -3.16420 1.35072
H 2.23014 4.55352 1.31095
H -1.85029 4.62998 -6.49105
H 4.51423 4.62368 2.41872
H 0.46887 4.47997 -1.46309
H -0.67225 8.76357 -2.89914
H 7.03874 -4.13448 0.95337
H -3.48184 -7.99743 3.43677
H 0.06860 0.38266 1.32785
H -3.28444 8.76661 -2.92070
H 6.29569 0.20075 2.01991
H -2.41018 3.52858 -1.04089
H -3.25805 -3.73293 0.29293
H -4.95266 -7.44569 2.60844
H 6.51487 -2.15910 1.86053
H 0.66801 -7.58704 5.62887
H -0.74647 8.92905 -4.64045
H -3.36494 -7.17804 1.89214
H -3.68677 3.89040 -5.03603
H -1.04520 -7.71791 5.18033
H -1.42634 -4.11159 -1.40922
H -3.17146 8.74197 -4.66790
H -1.28753 2.82147 -2.20226
H -3.70810 5.62721 -5.15814
H 0.98958 -2.09693 -0.04598
H -0.31931 -6.13283 5.43993
H -0.93952 2.73362 -0.46618
*
```


C5H10N | ωB97M-V with the def2-TZVPD basis set

Output
Energy relative to the best compared isomer or geometry (same formula, charge and spin) = 3.1037 eV
SMILES string = CC[C@@H]1C=[N+]1C
Kohn-Sham gap = 10.8 eV

```
! RIJCOSX wB97M-V def2-TZVPD def2/J DEFGRID3
* xyz 1 1
N 1.52279 0.33386 0.17315
C 0.13478 0.48547 0.56232
C 0.97359 1.38044 -0.26202
C -0.95767 -0.27878 -0.25281
C -2.44314 0.05631 0.04706
C 2.56783 -0.61398 -0.06536
H -0.87475 -1.40852 -0.08280
H -0.74581 0.11535 -1.28751
H -2.72000 0.25481 1.06429
H -3.08904 -0.70868 -0.29013
H -2.73209 1.02174 -0.43274
H 3.35760 -0.16434 -0.74710
H 3.08850 -0.82543 0.95014
H 2.07752 -1.57351 -0.41819
H -0.11627 0.75171 1.51530
H 0.86856 2.33525 -0.91492
*
```


C29H26IrN3S3 | ωB97M-V with the def2-TZVPD basis set

Output
Energy relative to the best compared isomer or geometry (same formula, charge and spin) = 0.0000 eV
Kohn-Sham gap (alpha / beta) = 7.0 / 5.5 eV

```
! RIJCOSX wB97M-V def2-TZVPD def2/J DEFGRID3
* xyz 1 6
Ir 0.07552 -0.51814 -0.91724
S 0.92088 -0.48797 -3.09978
S -4.43585 -1.64864 -0.03166
S 0.21780 1.85562 -0.51686
N 2.60298 -0.31548 -0.55250
N 0.55644 -0.20172 1.76168
N -2.30509 -0.42929 -0.74976
C -0.49506 -2.53632 -0.49871
C 2.03102 -0.26070 1.88965
C 4.00923 1.98493 -3.82061
C -5.53714 2.19933 -0.61586
C 2.87773 1.19839 -3.95494
C -4.55847 0.05062 -0.35243
C -2.39518 -4.06271 -0.31316
C -3.18273 1.88470 -1.09311
C 2.39135 0.46274 -2.87445
C -0.17705 -4.94812 -0.45384
C -2.75805 -1.60199 -0.42256
C -0.03035 -1.28898 2.57337
C 4.21482 1.28662 -1.53263
C -0.87185 2.60315 3.76763
C -4.29458 2.69965 -1.02540
C -0.60681 3.37126 1.52190
C -5.68422 0.86782 -0.28111
C 2.81649 0.34895 0.75048
C -0.37063 1.35514 3.41754
C -1.87354 -2.77529 -0.39750
C -0.13523 2.09848 1.14299
C 0.01053 1.08003 2.11286
C 3.07268 0.50412 -1.65618
C 3.28581 -1.62592 -0.59254
C -0.98871 3.61824 2.82136
C -3.31210 0.54236 -0.73979
C -1.54487 -5.15487 -0.33635
C 0.33589 -3.65665 -0.53495
C 4.67808 2.03119 -2.60575
H 2.34545 1.15694 -4.89782
H 1.40520 -3.54229 -0.63476
H 4.36785 2.56162 -4.66431
H -1.11727 -1.21406 2.55845
H -1.36874 4.59135 3.10251
H -1.15780 2.78690 4.79612
H -4.20809 3.74159 -1.30726
H 4.36501 -1.49436 -0.46917
H 0.49567 -5.79713 -0.49143
H -6.64559 0.47013 0.01920
H 4.75574 1.31985 -0.59391
H 3.87214 0.29724 1.03939
H -0.27430 0.59661 4.18318
H 2.57248 1.40376 0.63895
H -3.46794 -4.21720 -0.25250
H 0.32159 -1.25538 3.60915
H 5.56625 2.63913 -2.49214
H 0.25563 -2.23966 2.13940
H 2.34186 0.23555 2.81422
H 2.91400 -2.26886 0.19963
H -2.23368 2.26929 -1.44347
H 2.28737 -1.31300 1.99933
H -6.39478 2.85893 -0.57554
H -0.68286 4.14365 0.76599
H 3.09081 -2.10206 -1.55044
H -1.94579 -6.15910 -0.28260
*
```


C18H28IN4OY | ωB97M-V with the def2-TZVPD basis set

Output
Kohn-Sham gap (alpha / beta) = 2.7 / 2.0 eV

```
! RIJCOSX wB97M-V def2-TZVPD def2/J DEFGRID3
* xyz -2 1
I -3.44312 -0.41724 -2.48084
Y 0.97614 0.64835 -0.94813
O -1.64886 -1.16453 0.49733
N -0.95472 2.80533 -0.32271
N 0.65252 -2.83133 0.36860
N -0.71706 2.30431 1.76312
N 0.92620 -2.20635 -1.69319
C -4.86143 0.00587 -4.10858
C -0.65900 -0.78984 -0.08437
C -0.54826 1.77437 0.50203
C 4.82386 -0.93779 2.70788
C 3.63909 -0.04741 3.10447
C 2.11399 0.29903 0.94484
C 1.42224 -3.80479 -0.25612
C 2.81850 -0.67480 4.24146
C -0.42676 1.69927 3.04991
C -0.92116 3.68130 1.70659
C 2.75794 0.11302 1.95724
C 0.33198 -2.94251 1.77233
C 0.87720 -1.40615 -2.90432
C 4.16242 1.34005 3.50038
C 1.57739 -3.42549 -1.54633
C -1.06603 2.75384 -1.78402
C 0.45431 -1.79874 -0.46843
C -1.09091 3.98401 0.39899
H -1.26011 1.69254 -2.07900
H 3.32116 1.98781 3.78167
H 5.55294 -1.04348 3.52743
H 2.03693 -3.82805 -2.41379
H 4.66436 1.79654 2.63621
H -0.17878 3.22356 -2.28454
H -1.03061 4.29819 2.59217
H 1.10898 -2.52338 2.41859
H 0.89175 -2.09992 -3.77899
H -1.32884 4.87629 -0.12126
H 3.41795 -0.82434 5.15516
H -1.96221 3.33743 -2.07673
H 5.33515 -0.51011 1.83476
H -4.32258 0.57726 -4.89552
H 4.87168 1.30521 4.34489
H -0.08033 -0.81721 -2.93305
H 0.63824 1.66610 3.36518
H -5.69509 0.60695 -3.76734
H -0.60279 -2.44096 2.04873
H 0.25477 -4.05245 1.94403
H 1.96944 -0.02004 4.47028
H 4.47436 -1.93899 2.42899
H 1.70363 -4.72442 0.24031
H -0.99474 2.30502 3.78653
H 1.80488 -0.77115 -2.95547
H 2.41201 -1.63732 3.90923
H -5.32143 -0.89520 -4.52967
H -0.76387 0.66196 3.07372
*
```


C5H11O2 | ωB97M-V with the def2-TZVPD basis set

Output
Energy relative to the best compared isomer or geometry (same formula, charge and spin) = 2.1106 eV
Kohn-Sham gap (alpha / beta) = 2.7 / 7.9 eV

```
! RIJCOSX wB97M-V def2-TZVPD def2/J DEFGRID3
* xyz -2 2
O -1.05745 1.43198 0.67161
O 1.11256 1.70592 1.16716
C 0.16346 1.75104 0.39093
C 0.76685 -2.80053 -0.87237
C 0.53955 2.01379 -1.08368
C -1.17738 -1.55020 0.71392
C -0.36981 -1.86021 -0.66100
H 0.03159 2.94745 -1.25848
H 0.41365 0.97956 -1.57468
H -0.05367 -0.80428 -0.83042
H -1.81344 -0.76314 0.53021
H 1.53659 -2.72416 -0.14893
H -1.16795 -2.01561 -1.41611
H 1.67578 2.12423 -0.99345
H -0.32316 -1.14642 1.51784
H 0.44359 -3.81130 -0.71597
H 0.97797 -2.90929 -1.88629
H -1.69775 -2.30351 1.13925
*
```


C20H24N4O2S | ωB97M-V with the def2-TZVPD basis set

Output
Energy relative to the best compared isomer or geometry (same formula, charge and spin) = 1.1850 eV
SMILES string = Cc1ccc(S(=O)(=O)Nc2ccc3c(c2)nc(CN2CCCC2)n3C)cc1
Kohn-Sham gap = 8.6 eV

```
! RIJCOSX wB97M-V def2-TZVPD def2/J DEFGRID3
* xyz 0 1
S -1.92578 -2.26704 2.94185
O -2.96324 -3.03080 2.32025
O -1.82511 -2.27312 4.37083
N -0.73727 0.92843 -2.57009
N -2.09317 -0.64389 2.51956
N 0.23730 2.02023 -0.88615
N 1.92626 3.51492 -2.67142
C 0.91815 -3.51978 0.36969
C -1.07789 0.56316 -3.91457
C 3.53548 5.22547 -2.92747
C 2.82901 5.35516 -1.56610
C -2.39828 -0.95619 0.15645
C 2.09222 -3.07233 0.96530
C -0.35121 -2.67280 2.20041
C 2.70387 4.19022 -3.69487
C 0.80107 -2.22424 2.81570
C -2.13014 -0.65459 -1.16163
C 0.84287 2.73494 -3.20481
C -1.77605 -0.26638 1.20695
C 2.02087 -2.42982 2.19874
C -0.59982 1.07146 -0.36227
C -0.30660 -3.32035 0.98324
C 0.13841 1.91092 -2.17964
C 3.41550 -3.25709 0.29007
C 1.53841 4.55941 -1.74135
C -0.86894 0.75076 0.96219
C -1.22705 0.36555 -1.41465
H -1.67881 -0.05864 3.22971
H 3.56121 6.17415 -3.46202
H 2.92851 -2.08603 2.67236
H 0.72680 -1.73548 3.77463
H -1.87938 -0.17204 -3.89022
H 0.96279 -4.02664 -0.58305
H -1.22679 -3.66567 0.54094
H -0.38961 1.28638 1.76633
H 1.25724 2.06170 -3.96521
H 3.43413 4.90242 -0.78288
H 1.17543 4.10773 -0.82073
H 3.32187 3.46655 -4.23116
H 0.74368 5.19871 -2.16796
H 3.71908 -2.32392 -0.18463
H 4.18265 -3.52853 1.01169
H 2.63414 6.39144 -1.29649
H -0.21731 0.12941 -4.43128
H 4.56055 4.88254 -2.80046
H 3.36039 -4.02688 -0.47502
H 0.08265 3.37368 -3.71232
H -3.09775 -1.73487 0.41129
H 2.05000 4.69554 -4.42979
H -2.61810 -1.19777 -1.95708
H -1.41806 1.43651 -4.47540
*
```


C3H4N2O | ωB97M-V with the def2-TZVPD basis set

Output
Energy relative to the best compared isomer or geometry (same formula, charge and spin) = 3.8448 eV
SMILES string = Oc1ccn[nH]1
Kohn-Sham gap = 9.0 eV

```
! RIJCOSX wB97M-V def2-TZVPD def2/J DEFGRID3
* xyz 0 1
O 0.34197 1.83456 -0.92072
N 0.23372 0.68696 1.20421
N -0.05872 -0.53373 1.55796
C -0.18714 -1.38343 0.46045
C -0.25931 -0.55825 -0.69840
C -0.02487 0.67102 -0.15866
H -0.02584 -2.58332 0.37853
H -0.74903 -0.78618 -1.75795
H 0.23397 1.39075 1.88828
H 0.49523 1.26162 -1.95369
*
```


CH5NOP | ωB97M-V with the def2-TZVPD basis set

Output
Energy relative to the best compared isomer or geometry (same formula, charge and spin) = 5.0499 eV
Kohn-Sham gap (alpha / beta) = 6.1 / 6.1 eV

```
! RIJCOSX wB97M-V def2-TZVPD def2/J DEFGRID3
* xyz -1 1
P -0.83916 0.00198 0.37629
O 3.15925 0.07690 -0.02018
N 1.95009 -0.28153 0.18761
C 0.88373 0.50360 0.28899
H -0.96734 -0.25463 -1.01108
H -0.37416 -1.34384 0.69805
H 1.04021 1.51366 -0.21350
H 1.75414 -1.18142 0.55113
H -1.46032 1.99070 -0.23754
*
```